(a)
# C22H29N3O5

An isolated molecule of C22H29N3O5 (ωB97M-V/def2-TZVPD, OMol25).

Geometry as XYZ:
```
59
C22H29N3O5 (ωB97M-V/def2-TZVPD)
H 1.289 0.172 -0.409
C 7.073 2.052 -0.706
C 1.520 -2.215 0.715
H -5.829 -1.618 0.971
H -4.337 -2.573 0.863
C -1.622 -1.230 1.129
C 5.335 2.831 0.747
C -1.185 -1.080 -0.139
C -3.800 3.031 0.777
C 5.527 0.481 0.261
H -6.647 1.224 -1.540
H 3.393 -3.088 0.106
O -3.283 1.995 1.583
C 3.045 -2.264 0.756
C -2.107 1.037 -0.287
C -5.114 -2.079 0.282
H 1.116 -3.184 1.016
C 4.889 1.532 0.909
C -2.403 -0.214 1.804
H -5.886 -1.153 -2.017
H 3.561 0.254 -1.332
H -0.611 -3.097 -0.565
C 1.624 -0.649 -1.064
H 5.286 -1.252 1.471
H -0.505 -1.977 -1.945
O -2.897 -0.343 2.912
H 7.123 -0.057 -1.059
C 6.431 3.094 -0.060
H -4.341 3.688 1.464
C -2.579 1.002 0.977
C 6.620 0.753 -0.549
H 3.496 -1.486 -1.725
H -5.199 1.023 1.025
O -1.416 0.029 -0.853
H 4.831 3.641 1.253
H 7.926 2.251 -1.338
C 3.147 -0.708 -1.023
H -1.435 -2.146 1.665
H -4.597 0.081 -2.098
H -2.242 1.857 -0.977
C -5.285 -0.443 -1.430
C 5.029 -0.925 0.457
C -6.215 0.589 -0.764
C -4.771 2.499 -0.287
H 1.289 -0.447 -2.083
N 3.583 -0.988 0.332
H 6.782 4.108 -0.185
O -4.455 -1.125 -0.519
H 3.373 -2.464 1.779
H -5.638 -2.816 -0.336
H 5.533 -1.606 -0.253
O -4.895 3.016 -1.376
H 4.034 1.317 1.531
N -5.472 1.432 0.142
H -3.008 3.611 0.289
N 1.095 -1.932 -0.642
C -0.329 -2.088 -0.872
H -7.016 0.098 -0.208
H 1.171 -1.448 1.426
```

- HOMO: -8.8 eV
- LUMO energy: 0.7 eV
- Gap between HOMO and LUMO: 9.482 eV
- SMILES string: COCCNC(=O)COc1coc(CN2CCN(Cc3ccccc3)CC2)cc1=O



(b)
# C22H29N3O5

An isolated molecule of C22H29N3O5 (ωB97M-V/def2-TZVPD, OMol25).

Geometry as XYZ:
```
59
C22H29N3O5 (ωB97M-V/def2-TZVPD)
C -1.405 -2.546 1.613
C 1.087 2.455 0.670
H 5.311 -1.836 -2.600
C -1.270 -1.788 -0.651
H 5.651 1.299 0.104
H 6.383 0.201 -1.839
C -5.659 0.869 -0.874
H 0.287 -3.622 2.349
H -1.689 -1.254 -1.486
H 3.188 -1.475 1.027
H 1.535 -3.458 0.224
N -3.534 -0.012 -0.037
C -0.148 -3.112 1.502
C -1.978 -1.876 0.539
C -4.821 -1.300 -1.764
H 6.987 -0.993 -0.685
H 1.145 2.972 1.631
H -4.273 0.843 -3.256
C 5.058 -1.476 -1.605
C -3.641 0.786 -2.374
H -5.319 -1.159 -2.720
O 3.409 2.388 -1.115
O -3.192 2.238 0.008
C 3.137 1.480 -0.374
H 0.526 -2.268 -1.696
H -6.182 0.385 -0.051
H 4.960 -2.337 -0.940
H -1.690 0.015 1.868
O -1.013 1.909 1.607
C -3.359 -1.267 0.677
N 2.130 1.463 0.547
H 3.788 0.067 -2.417
C -0.012 -2.351 -0.762
H -2.734 0.243 -2.628
H -2.676 1.339 2.587
H 5.537 -0.198 1.033
C 5.351 0.254 0.058
H -5.533 -1.789 -1.102
C 3.844 0.131 -0.267
H -3.590 -1.117 1.738
H -3.966 -1.950 -1.926
H 2.868 -1.243 -1.655
O -0.469 0.929 -0.334
H 1.203 3.160 -0.157
C 2.042 0.230 1.212
C -4.398 0.078 -1.243
H -6.328 0.923 -1.729
N 3.095 -0.502 0.794
C -0.230 1.690 0.566
H -5.392 1.877 -0.576
C 3.778 -0.649 -1.594
H -3.363 1.791 -2.079
C 6.091 -0.497 -1.055
H -4.086 -1.986 0.303
C 0.553 -3.014 0.313
C -2.112 1.008 1.713
C -2.999 1.126 0.459
O 1.194 -0.067 2.014
H -1.943 -2.620 2.548
```

- HOMO: -9.0 eV
- LUMO energy: 0.7 eV
- Gap between HOMO and LUMO: 9.686 eV
- SMILES string: CC(C)(C)N(Cc1ccccc1)C(=O)COC(=O)CN1C(=O)NC2(CCCC2)C1=O



Stability ranking, top entry: (b); the second entry is 0.1356 hartree less favorable.



(a)
# C6H8AgO6

A structure of composition C6H8AgO6 (ωB97M-V/def2-TZVPD, OMol25).

Geometry as XYZ:
```
21
C6H8AgO6 (ωB97M-V/def2-TZVPD)
C -5.880 -1.598 2.374
H -0.150 -0.107 -1.220
C 0.567 -0.290 -0.408
H 0.878 -1.342 -0.481
H 2.506 0.459 0.214
Ag 5.759 2.852 -3.601
H 0.525 -0.370 1.784
C 3.373 1.115 -2.270
C -0.095 -0.026 0.938
H 1.465 1.670 -0.569
O 3.857 0.850 -3.398
O 2.377 0.321 -1.845
H -0.226 1.056 1.122
C -1.446 -0.613 1.140
O -2.054 -1.266 0.306
H -4.168 -2.160 1.638
C 1.771 0.615 -0.590
O 3.753 2.087 -1.572
H -1.963 -0.321 2.077
O -5.047 -2.523 2.032
O -5.804 -0.407 2.327
```

- HOMO: -8.8 eV
- LUMO energy: -2.5 eV
- Gap between HOMO and LUMO: 6.251 eV
- ⟨S²⟩: 0.753
- Spin multiplicity: 2



(b)
# C6H8AgO6

A structure of composition C6H8AgO6 (ωB97M-V/def2-TZVPD, OMol25).

Geometry as XYZ:
```
21
C6H8AgO6 (ωB97M-V/def2-TZVPD)
C -2.563 -1.544 0.698
H -3.164 -1.583 -1.422
C 1.751 1.501 0.368
H -3.216 -1.942 1.483
H 1.560 2.548 0.634
O -2.062 1.796 0.810
H 0.436 1.758 -1.414
O -2.771 0.301 -0.692
H -4.411 -0.905 -0.324
O 3.367 -0.709 0.492
C -2.014 0.653 0.363
O 3.110 1.465 -0.072
Ag 5.438 -2.080 -0.501
O -1.893 -0.388 1.207
H 0.749 -0.025 -0.920
H -1.813 -2.295 0.424
H 1.655 0.908 1.293
O 4.659 0.227 -1.037
C -3.334 -1.002 -0.509
C 0.795 1.038 -0.677
C 3.721 0.277 -0.203
```

- HOMO (alpha / beta): -8.4 / -9.0 eV
- LUMO energy (alpha / beta): -1.9 / -1.9 eV
- Gap between HOMO and LUMO (alpha / beta): 6.482 / 7.037 eV
- ⟨S²⟩: 0.754
- Spin multiplicity: 2



Stability ranking, top entry: (a); the second entry is 0.0057 hartree less favorable.



(a)
# C4H7NS2

An isolated molecule of C4H7NS2 (ωB97M-V/def2-TZVPD, OMol25).

Geometry as XYZ:
```
14
C4H7NS2 (ωB97M-V/def2-TZVPD)
H -0.150 -1.373 -0.187
C 0.607 -0.816 0.317
H 0.389 -1.345 1.231
H 2.209 -0.508 -0.857
H -2.096 -0.162 -1.144
S -4.097 -0.275 -0.039
C 0.661 1.599 -0.317
C 0.141 0.526 0.171
H 0.111 2.442 -0.432
N 2.071 -1.116 0.129
H 1.703 1.248 -0.879
C -2.563 -0.204 -0.115
H 2.489 -0.457 0.922
S -1.474 0.439 1.202
```

- HOMO: -8.8 eV
- LUMO energy: -0.2 eV
- Gap between HOMO and LUMO: 8.595 eV
- SMILES string: C=C(CN)SC=S



(b)
# C4H7NS2

An isolated molecule of C4H7NS2 (ωB97M-V/def2-TZVPD, OMol25).

Geometry as XYZ:
```
14
C4H7NS2 (ωB97M-V/def2-TZVPD)
H 1.228 0.076 -2.681
H -0.998 2.089 -1.775
S 1.608 0.862 -1.642
H 0.764 1.326 2.041
H 0.171 -2.157 1.155
H 0.532 -1.956 -0.673
C -1.010 1.408 -0.961
C 0.136 -0.126 0.500
C -0.032 -1.636 0.251
H -1.121 -1.808 0.125
S -2.340 1.308 -0.004
C 0.526 0.295 1.698
N 0.161 0.730 -0.651
H 0.377 -0.409 2.616
```

- HOMO: -8.4 eV
- LUMO energy: 0.3 eV
- Gap between HOMO and LUMO: 8.753 eV
- SMILES string: C=C(C)N(S)C=S



(c)
# C4H7NS2

An isolated molecule of C4H7NS2 (ωB97M-V/def2-TZVPD, OMol25).

Geometry as XYZ:
```
14
C4H7NS2 (ωB97M-V/def2-TZVPD)
C -0.364 -0.459 0.076
H -0.751 -1.609 -1.693
S 1.851 0.352 1.485
N 0.483 0.652 0.484
C -1.239 -1.028 0.873
H 0.683 2.658 0.823
H -1.891 -1.800 0.462
H 2.836 0.009 0.595
C 0.074 1.910 0.280
H -1.370 -0.713 1.914
H 0.909 -1.399 -1.316
C -0.073 -0.920 -1.289
S -1.162 2.399 -0.687
H 0.013 -0.053 -2.006
```

- HOMO: -8.5 eV
- LUMO energy: 0.4 eV
- Gap between HOMO and LUMO: 8.939 eV
- SMILES string: C=C(C)N(S)C=S



Stability ranking, top entry: (c); the second entry is 0.0155 hartree less favorable.



(a)
# C4H7NS2

An isolated molecule of C4H7NS2 (ωB97M-V/def2-TZVPD, OMol25).

Geometry as XYZ:
```
14
C4H7NS2 (ωB97M-V/def2-TZVPD)
S 0.270 2.405 0.968
H 2.282 0.035 0.273
H -1.638 -0.986 0.854
C -0.038 0.519 -0.991
H 1.809 -1.701 0.860
H -0.102 2.450 -1.355
H -1.021 2.469 1.367
C -0.860 -1.526 0.318
S -0.654 0.143 -2.470
C 1.523 -0.737 0.397
H -1.346 -1.977 -0.568
N 0.041 1.793 -0.579
C 0.251 -0.540 -0.024
H -0.516 -2.347 0.950
```

- HOMO: -8.6 eV
- LUMO energy: 0.3 eV
- Gap between HOMO and LUMO: 8.883 eV
- SMILES string: C=C(C)C(=S)NS



(b)
# C4H7NS2

An isolated molecule of C4H7NS2 (ωB97M-V/def2-TZVPD, OMol25).

Geometry as XYZ:
```
14
C4H7NS2 (ωB97M-V/def2-TZVPD)
H 1.976 2.893 0.069
H 1.259 -1.817 -1.313
H 2.110 -1.139 0.084
C 0.323 -0.078 -0.455
S -2.530 0.206 -0.423
C -2.375 1.237 0.856
C 1.133 -1.357 -0.336
H -1.424 1.505 1.266
S 0.721 2.590 -0.296
H -3.266 1.707 1.217
H -1.122 -1.204 -1.528
N 1.008 0.968 -0.185
H 0.613 -2.059 0.312
C -1.016 -0.324 -0.912
```

- HOMO (alpha / beta): -7.6 / -7.6 eV
- LUMO energy (alpha / beta): -0.4 / -0.4 eV
- Gap between HOMO and LUMO (alpha / beta): 7.281 / 7.286 eV



(c)
# C4H7NS2

A structure of composition C4H7NS2 (ωB97M-V/def2-TZVPD, OMol25).

Geometry as XYZ:
```
14
C4H7NS2 (ωB97M-V/def2-TZVPD)
C 1.070 -0.024 -0.388
S -0.470 0.931 -0.824
H -2.619 -2.227 0.099
C 2.124 1.077 -0.156
H 1.107 -0.563 -1.218
S -1.796 1.187 0.717
H 0.704 -0.569 0.381
H 2.677 0.663 0.623
H 1.713 2.134 0.082
C -1.917 -1.301 -0.162
N -1.227 -1.168 -1.190
H 2.701 1.253 -1.019
H -2.271 -0.896 2.007
C -1.795 -0.497 1.049
```

- HOMO (alpha / beta): -7.4 / -7.4 eV
- LUMO energy (alpha / beta): -0.5 / -0.3 eV
- Gap between HOMO and LUMO (alpha / beta): 6.857 / 7.084 eV



(d)
# C4H7NS2

An isolated molecule of C4H7NS2 (ωB97M-V/def2-TZVPD, OMol25).

Geometry as XYZ:
```
14
C4H7NS2 (ωB97M-V/def2-TZVPD)
C -0.957 -1.178 -0.129
H 0.958 -0.534 1.771
C -1.123 -0.711 1.286
S 2.132 -0.454 -1.120
C -0.093 -0.356 2.061
H -2.200 -0.575 1.614
H 2.005 2.184 -1.815
H 0.323 2.514 -1.765
C 0.843 0.587 -1.274
S -0.869 0.167 -1.328
N 1.093 1.839 -1.643
H -0.311 0.108 3.027
H -0.019 -1.749 -0.236
H -1.783 -1.841 -0.451
```

- HOMO: -8.5 eV
- LUMO energy: 0.4 eV
- Gap between HOMO and LUMO: 8.907 eV
- SMILES string: C=CCSC(N)=S



Stability ranking, top entry: (d); the second entry is 0.0210 hartree less favorable.